# 1
Here is a single C8H16N2O2 molecule at a distorted geometry from OMol25. Energies are from ωB97M-V/def2-TZVPD.

Properties
Structure (SMILES): CC1(C)CCC(C)(C)N1[N+](=O)[O-]
Gap between HOMO and LUMO (eV): 9.7
E_LUMO (eV): 0.26
HOMO (eV): -9.4

The geometry in ORCA input format:
```
! wB97M-V def2-TZVPD RIJCOSX def2/J DEFGRID3
* xyz 0 1
C -0.597 -2.084 -0.979
C 0.019 -1.182 0.124
C 0.008 -1.910 1.584
C 1.386 -0.805 -0.252
C 1.537 0.640 0.102
C 0.159 1.207 0.011
C -0.020 1.732 -1.531
C -0.061 2.214 1.220
N -0.663 0.082 0.229
N -2.023 0.245 -0.124
O -2.824 -0.419 0.543
O -2.509 1.245 -0.572
H -1.103 -2.992 -0.697
H 0.104 -2.364 -1.801
H -1.231 -1.453 -1.449
H 0.825 -1.409 2.130
H 0.404 -2.930 1.471
H -0.865 -1.922 2.230
H 1.506 -0.944 -1.285
H 2.151 -1.591 -0.032
H 2.020 0.718 1.027
H 2.105 1.168 -0.674
H 0.627 2.606 -1.590
H -0.911 1.828 -1.946
H 0.486 1.020 -2.167
H -0.912 2.903 0.955
H 0.802 2.721 1.325
H -0.421 1.677 2.148
*
```

# 2
Here is a single C15H22N2O4S molecule at a distorted geometry from OMol25. Energies are from ωB97M-V/def2-TZVPD.

Properties
Structure (SMILES): CCN(CC(=O)N1CCOCC1)S(=O)(=O)c1ccc(C)cc1
Gap between HOMO and LUMO (eV): 9.7
E_LUMO (eV): 0.64
HOMO (eV): -9.0

The geometry in ORCA input format:
```
! wB97M-V def2-TZVPD RIJCOSX def2/J DEFGRID3
* xyz 0 1
C 2.864 0.013 0.784
C 1.412 -0.104 1.232
N 0.519 -0.051 0.091
C -0.427 1.032 0.014
C 0.287 2.370 -0.195
O 0.182 3.263 0.627
N 1.050 2.487 -1.297
C 1.164 1.555 -2.399
C 0.642 2.232 -3.673
O 1.325 3.436 -3.936
C 1.195 4.340 -2.862
C 1.738 3.736 -1.564
S 0.084 -1.507 -0.581
O -0.686 -1.194 -1.754
O 1.275 -2.285 -0.733
C -0.969 -2.285 0.636
C -2.284 -1.878 0.752
C -3.080 -2.431 1.739
C -2.567 -3.384 2.615
C -3.440 -3.992 3.668
C -1.241 -3.782 2.475
C -0.440 -3.235 1.489
H 3.084 -0.782 0.078
H 3.526 -0.073 1.642
H 3.031 0.973 0.304
H 1.262 -1.055 1.754
H 1.156 0.710 1.915
H -1.019 1.126 0.936
H -1.095 0.820 -0.822
H 0.617 0.635 -2.214
H 2.225 1.312 -2.534
H 0.805 1.590 -4.539
H -0.436 2.429 -3.565
H 1.760 5.230 -3.141
H 0.137 4.609 -2.722
H 1.570 4.408 -0.722
H 2.809 3.536 -1.675
H -2.674 -1.150 0.058
H -4.110 -2.122 1.834
H -2.847 -4.357 4.503
H -3.989 -4.835 3.249
H -4.165 -3.270 4.036
H -0.835 -4.527 3.144
H 0.585 -3.543 1.354
*
```

# 3
Here is a molecular structure, C31H27N10PPtS at a distorted geometry from OMol25. Energies are from ωB97M-V/def2-TZVPD.

Properties
Gap between HOMO and LUMO (spin up / spin down) (eV): 5.4 / 6.0
E_LUMO (spin up / spin down) (eV): -6.20 / -8.07
HOMO (spin up / spin down) (eV): -11.6 / -14.0

The geometry in ORCA input format:
```
! wB97M-V def2-TZVPD RIJCOSX def2/J DEFGRID3
* xyz 2 5
Pt -0.834 -1.514 0.257
N 0.903 -3.507 -3.434
C 0.315 -2.896 -2.399
S 1.012 -3.215 -0.822
N -0.713 -2.130 -2.628
N -1.351 -1.465 -1.693
C -2.406 -0.740 -2.052
C -3.189 -0.043 -1.109
C -4.328 0.705 -1.488
C -5.060 1.354 -0.524
C -4.662 1.269 0.812
C -3.535 0.523 1.115
N -2.831 -0.112 0.198
H 1.649 -4.164 -3.290
H 0.503 -3.424 -4.354
H -2.652 -0.704 -3.105
H -4.611 0.748 -2.528
H -5.936 1.926 -0.790
H -5.216 1.760 1.596
H -3.192 0.433 2.136
N -0.103 -2.021 4.401
C 0.242 -1.309 3.325
N -0.472 -1.733 2.298
C -1.261 -2.741 2.812
N -1.039 -2.916 4.101
C -2.143 -3.452 1.942
C -3.000 -4.483 2.353
N -3.736 -5.141 1.500
C -3.665 -4.819 0.207
C -2.840 -3.802 -0.236
N -2.078 -3.105 0.618
H 0.248 -1.959 5.348
H 0.983 -0.532 3.299
H -3.049 -4.758 3.395
H -4.270 -5.395 -0.477
H -2.788 -3.562 -1.289
N 0.392 -0.047 0.018
P 1.460 1.084 -0.162
C 0.573 2.663 -0.335
C -0.487 2.889 0.536
C -1.151 4.100 0.489
C -0.765 5.065 -0.428
C 0.279 4.822 -1.309
C 0.951 3.611 -1.274
C 2.571 1.201 1.279
C 2.860 2.414 1.890
C 3.711 2.431 2.985
C 4.254 1.249 3.463
C 3.964 0.041 2.845
C 3.118 0.012 1.751
C 2.475 0.841 -1.650
C 3.841 1.082 -1.622
C 4.565 0.976 -2.798
C 3.927 0.620 -3.976
C 2.564 0.362 -3.989
C 1.829 0.471 -2.823
H -0.774 2.118 1.238
H -1.966 4.293 1.170
H -1.283 6.010 -0.465
H 0.576 5.574 -2.024
H 1.764 3.410 -1.958
H 2.436 3.332 1.509
H 3.946 3.370 3.462
H 4.907 1.270 4.322
H 4.399 -0.875 3.213
H 2.883 -0.919 1.250
H 4.328 1.362 -0.698
H 5.626 1.176 -2.789
H 4.497 0.542 -4.889
H 2.073 0.087 -4.910
H 0.763 0.287 -2.816
*
```

# 4
Here is a molecular structure, C61H40Cl6O3P2SSn at a distorted geometry from OMol25. Energies are from ωB97M-V/def2-TZVPD.

Properties
Gap between HOMO and LUMO (eV): 5.4
E_LUMO (eV): -6.01
HOMO (eV): -11.4

The geometry in ORCA input format:
```
! wB97M-V def2-TZVPD RIJCOSX def2/J DEFGRID3
* xyz 2 1
Sn 1.929 0.406 0.366
O 0.231 0.069 -0.953
S -2.160 0.275 0.288
C -2.413 -1.355 0.781
C -3.125 -2.273 -0.008
C -3.527 -3.527 0.457
C -3.266 -3.855 1.771
C -3.642 -5.070 2.592
C -3.029 -4.802 3.995
C -2.313 -3.473 3.854
C -1.563 -2.752 4.741
C -0.910 -1.599 4.267
C -1.065 -1.097 2.982
P 0.105 0.239 2.516
C 1.571 -0.150 3.553
C 2.096 -1.445 3.468
C 3.290 -1.764 4.100
C 3.995 -0.784 4.794
C 3.480 0.498 4.882
C 2.270 0.815 4.271
C -0.622 1.774 3.115
C -1.946 1.810 3.548
C -2.519 3.020 3.919
C -1.785 4.195 3.845
C -0.465 4.166 3.410
C 0.112 2.961 3.039
C -1.964 -1.756 2.095
C -2.495 -2.970 2.554
C -3.188 0.435 -1.136
C -4.506 0.662 -0.804
C -5.548 0.720 -1.746
C -5.233 0.519 -3.053
C -6.121 0.468 -4.284
C -5.151 0.185 -5.459
C -3.773 0.135 -4.821
C -2.549 -0.046 -5.390
C -1.427 -0.047 -4.540
C -1.489 0.096 -3.165
P 0.183 0.132 -2.492
C 1.044 -1.310 -3.127
C 2.189 -1.275 -3.930
C 2.854 -2.462 -4.238
C 2.378 -3.673 -3.753
C 1.219 -3.716 -2.978
C 0.550 -2.540 -2.667
C 0.942 1.646 -3.052
C 0.181 2.713 -3.525
C 0.809 3.893 -3.909
C 2.191 4.015 -3.813
C 2.957 2.966 -3.312
C 2.336 1.789 -2.921
C -2.785 0.282 -2.520
C -3.878 0.311 -3.421
H -3.398 -1.992 -1.016
H -4.065 -4.202 -0.202
H -3.241 -5.977 2.135
H -4.725 -5.195 2.632
H -2.342 -5.591 4.300
H -3.798 -4.740 4.769
H -1.423 -3.066 5.770
H -0.242 -1.081 4.945
H 1.547 -2.219 2.945
H 3.675 -2.777 4.044
H 4.940 -1.024 5.267
H 4.022 1.262 5.425
H 1.865 1.813 4.386
H -2.526 0.897 3.609
H -3.548 3.045 4.260
H -2.243 5.137 4.120
H 0.113 5.082 3.347
H 1.134 2.944 2.683
H -4.752 0.792 0.246
H -6.566 0.909 -1.420
H -6.656 1.411 -4.410
H -6.876 -0.312 -4.178
H -5.197 0.961 -6.226
H -5.376 -0.762 -5.952
H -2.429 -0.180 -6.461
H -0.448 -0.161 -4.999
H 2.561 -0.335 -4.320
H 3.737 -2.437 -4.867
H 2.906 -4.593 -3.989
H 0.838 -4.668 -2.620
H -0.346 -2.565 -2.055
H -0.897 2.627 -3.600
H 0.219 4.716 -4.297
H 2.677 4.930 -4.133
H 4.036 3.062 -3.243
H 2.931 0.971 -2.529
Cl 4.691 -0.152 -0.940
C 3.976 -1.678 -0.436
C 2.639 -1.735 -0.057
C 2.069 -2.928 0.304
Cl 0.381 -2.976 0.714
C 2.836 -4.090 0.336
Cl 2.132 -5.575 0.820
C 4.186 -4.033 -0.025
Cl 5.129 -5.455 -0.012
C 4.762 -2.824 -0.424
Cl 6.404 -2.750 -0.889
Cl 3.822 7.468 1.485
C 3.194 5.914 1.032
C 2.096 5.837 0.153
C 1.543 4.620 -0.182
C 2.047 3.434 0.357
O 1.398 2.294 0.134
C 3.194 3.511 1.164
C 3.866 2.363 1.648
O 3.530 1.147 1.536
C 3.751 4.779 1.500
H 1.690 6.755 -0.260
H 0.674 4.548 -0.831
H 4.802 2.558 2.182
H 4.628 4.831 2.137
*
```